Entry from the OMol25 dataset: a gas-phase ion, C6H8NS (charge -1) at a distorted geometry (ωB97M-V with the def2-TZVPD basis set).

Computed properties:
Net charge = -1
SMILES = Cc1c[nH]c([S-])c1C
Largest force on an atom = 4.176 eV/Å
Relative energy (zero: lowest compared OMol25 entry of this formula, charge and spin) = 66.67 kJ/mol
Molecular weight = 126.20 g/mol

Geometry (Å):
C: -0.903 1.088 1.456
C: 0.112 0.581 0.538
C: 1.390 0.997 0.356
N: 1.935 0.324 -0.725
C: 1.120 -0.700 -1.250
S: 1.712 -1.526 -2.584
C: -0.017 -0.653 -0.450
C: -1.375 -1.339 -0.515
H: -0.992 0.411 2.351
H: -0.956 2.172 1.730
H: -1.722 0.864 0.851
H: 1.913 1.800 0.985
H: 2.918 0.421 -1.061
H: -1.970 -1.054 -1.524
H: -1.380 -2.421 -0.533
H: -1.785 -0.966 0.375

The molecule's Mulliken atomic charges, reported in e, are given here:
1. C -1.31
2. C 0.67
3. C -0.70
4. N -0.01
5. C -0.71
6. S -0.66
7. C 0.70
8. C -1.18
9. H 0.22
10. H 0.32
11. H 0.35
12. H 0.27
13. H 0.20
14. H 0.13
15. H 0.31
16. H 0.38

Entry from the OMol25 dataset: a molecular structure, C24H17BaN4S at a distorted geometry (ωB97M-V with the def2-TZVPD basis set).

Computed properties:
Net charge = +1
Largest force on an atom = 1.921 eV/Å
Relative energy (zero: lowest compared OMol25 entry of this formula, charge and spin) = 115.07 kJ/mol
Molecular weight = 530.82 g/mol

Geometry (Å):
Ba: -0.291 -0.156 -0.018
C: 0.473 -0.161 4.591
C: 1.846 -0.181 4.778
C: 2.677 -0.180 3.669
C: 2.116 -0.161 2.389
N: 0.789 -0.142 2.227
C: 0.000 -0.144 3.290
C: 2.940 -0.164 1.158
C: 4.338 -0.162 1.201
C: 5.040 -0.164 0.009
C: 4.350 -0.164 -1.190
C: 2.952 -0.165 -1.160
N: 2.290 -0.167 -0.004
C: 2.141 -0.163 -2.401
C: 2.718 -0.179 -3.674
C: 1.901 -0.181 -4.793
C: 0.526 -0.165 -4.623
C: 0.037 -0.150 -3.327
N: 0.813 -0.148 -2.255
H: -0.213 -0.163 5.423
H: 2.264 -0.201 5.773
H: 3.745 -0.197 3.809
H: -1.064 -0.136 3.081
H: 4.885 -0.161 2.129
H: 6.118 -0.165 0.014
H: 4.905 -0.166 -2.113
H: 3.787 -0.194 -3.801
H: 2.332 -0.197 -5.783
H: -0.150 -0.167 -5.463
H: -1.030 -0.145 -3.132
S: -5.023 -1.764 0.029
C: -4.113 -3.203 0.020
C: -2.768 -2.976 0.000
C: -2.403 -1.609 -0.008
C: -3.532 -0.821 0.006
C: -3.599 0.612 0.008
C: -4.836 1.276 0.011
C: -4.878 2.650 0.014
C: -3.681 3.362 0.014
C: -2.507 2.638 0.012
N: -2.444 1.308 0.008
H: -4.627 -4.145 0.030
H: -2.050 -3.784 -0.009
H: -5.741 0.690 0.012
H: -5.821 3.170 0.015
H: -3.669 4.441 0.017
H: -1.547 3.145 0.013

The molecule's Mulliken atomic charges, reported in e, are given here:
1. Ba 1.81
2. C -0.85
3. C -0.52
4. C -0.56
5. C 0.79
6. N -0.14
7. C -0.11
8. C 0.30
9. C -0.74
10. C -0.93
11. C -0.74
12. C 0.30
13. N 0.02
14. C 0.79
15. C -0.57
16. C -0.51
17. C -0.84
18. C -0.11
19. N -0.14
20. H 0.42
21. H 0.45
22. H 0.36
23. H 0.50
24. H 0.35
25. H 0.45
26. H 0.35
27. H 0.36
28. H 0.45
29. H 0.42
30. H 0.50
31. S -0.25
32. C -0.31
33. C -0.41
34. C -0.90
35. C 0.43
36. C 0.49
37. C -0.89
38. C -0.39
39. C -0.81
40. C -0.34
41. N 0.01
42. H 0.45
43. H 0.41
44. H 0.39
45. H 0.44
46. H 0.40
47. H 0.41

Entry from the OMol25 dataset: a molecular structure, C17H40NP3SeTc at a distorted geometry (ωB97M-V with the def2-TZVPD basis set).

Computed properties:
Net charge = +4
2S+1 = 4
Largest force on an atom = 4.360 eV/Å
Relative energy (zero: lowest compared OMol25 entry of this formula, charge and spin) = 0.00 kJ/mol
Molecular weight = 528.40 g/mol

Geometry (Å):
Tc: -0.735 -0.158 0.341
P: -1.827 -2.112 1.098
P: 0.866 -0.179 2.233
P: 0.770 -1.022 -1.134
H: -2.161 1.783 -1.813
C: -2.130 0.712 -1.936
C: -2.413 -0.126 -0.849
H: -2.731 0.360 0.161
C: -3.221 -1.535 2.154
C: -1.011 -3.368 2.137
C: -2.782 -3.235 -0.006
C: 1.972 1.295 2.288
C: 0.047 -0.071 3.884
C: 2.080 -1.550 2.451
C: 0.482 -0.924 -2.933
C: 1.260 -2.802 -0.962
C: 2.389 -0.145 -1.111
H: -2.345 0.334 -2.947
H: -2.908 -1.080 -1.057
H: -3.907 -0.909 1.574
H: -2.861 -0.973 3.018
H: -3.769 -2.419 2.495
H: -0.696 -2.962 3.097
H: -0.156 -3.812 1.627
H: -1.739 -4.158 2.319
H: -3.702 -2.760 -0.358
H: -3.063 -4.115 0.576
H: -2.196 -3.546 -0.872
H: 2.732 1.157 3.068
H: 1.398 2.207 2.511
H: 2.482 1.435 1.325
H: 0.755 -0.382 4.664
H: -0.845 -0.713 3.930
H: -0.242 0.974 4.072
H: 2.586 -1.432 3.418
H: 2.832 -1.512 1.652
H: 1.569 -2.520 2.432
H: 1.288 -1.440 -3.473
H: 0.444 0.117 -3.267
H: -0.466 -1.400 -3.197
H: 1.858 -3.111 -1.827
H: 0.388 -3.462 -0.919
H: 1.855 -2.992 -0.066
H: 3.024 -0.505 -1.934
H: 2.930 -0.311 -0.174
H: 2.238 0.934 -1.252
C: 1.243 3.689 -1.487
C: -0.044 3.305 -1.880
C: -0.240 2.871 -3.199
C: 0.813 2.888 -4.126
C: 2.075 3.395 -3.753
C: 2.278 3.773 -2.422
Se: 1.475 4.389 0.281
H: 2.836 3.898 0.472
H: -0.902 3.349 -1.184
H: -1.221 2.493 -3.493
H: 0.644 2.521 -5.153
H: 2.891 3.472 -4.476
H: 3.221 4.164 -2.051
N: -1.262 1.789 1.354
H: -1.501 1.626 2.339
H: -2.085 2.275 0.987
H: -0.563 2.538 1.349

The molecule's Mulliken atomic charges, reported in e, are given here:
1. Tc -0.02
2. P 1.30
3. P 0.81
4. P 1.33
5. H 0.66
6. C -1.43
7. C -0.61
8. H 0.70
9. C -1.24
10. C -1.43
11. C -1.54
12. C -1.02
13. C -1.18
14. C -1.37
15. C -1.27
16. C -1.35
17. C -0.93
18. H 0.39
19. H 0.31
20. H 0.37
21. H 0.31
22. H 0.49
23. H 0.42
24. H 0.41
25. H 0.59
26. H 0.57
27. H 0.53
28. H 0.42
29. H 0.49
30. H 0.42
31. H 0.14
32. H 0.48
33. H 0.23
34. H 0.47
35. H 0.58
36. H 0.39
37. H 0.28
38. H 0.56
39. H 0.19
40. H 0.43
41. H 0.49
42. H 0.35
43. H 0.38
44. H 0.53
45. H 0.32
46. H 0.00
47. C 0.33
48. C -0.37
49. C -0.84
50. C -0.49
51. C -0.71
52. C -0.21
53. Se 0.22
54. H 0.27
55. H 0.68
56. H 0.72
57. H 0.51
58. H 0.46
59. H 0.43
60. N -0.63
61. H 0.22
62. H 0.42
63. H 0.01

Question: Which formula does entry 1 have?
Answer: C6H8NS

Question: Among the records above, which one has the highest net charge?
Answer: C17H40NP3SeTc